--- i ---
Formula: C4H8O3
Source: the Open Molecules 2025 dataset
Level of theory: wB97M-V/def2-TZVPD

Cartesian coordinates (Å):
C -0.997 0.535 2.140
O -0.968 0.291 0.745
C 0.190 0.912 0.072
O 0.618 1.983 0.369
C 0.720 -0.309 -0.619
C -0.113 -0.899 -1.741
O 2.097 -0.292 -0.905
H -0.143 0.071 2.663
H -1.923 0.124 2.551
H -0.959 1.612 2.270
H 0.210 -0.787 0.338
H -1.172 -0.833 -1.492
H 0.159 -1.955 -1.847
H 0.052 -0.406 -2.706
H 2.231 -0.047 -1.838

Calculated values
E_LUMO ... 0.8 eV
HOMO level ... -9.99 eV
SMILES string ... COC(=O)[C@@H](C)O
Frontier orbital gap ... 10.77 eV

--- ii ---
Formula: C4H8O3
Source: the Open Molecules 2025 dataset
Level of theory: wB97M-V/def2-TZVPD

Cartesian coordinates (Å):
C -2.737 -0.145 -0.213
O -1.666 0.203 0.657
C -0.411 0.000 0.224
O -0.310 -0.780 -0.878
C 0.655 0.540 0.834
C 1.983 0.507 0.155
O 2.506 -0.829 0.091
H -2.783 -1.225 -0.386
H -3.639 0.193 0.300
H -2.650 0.369 -1.177
H 0.531 1.040 1.786
H 0.588 -1.160 -0.861
H 1.881 0.887 -0.876
H 2.679 1.172 0.678
H 3.373 -0.774 -0.334

Calculated values
E_LUMO ... 0.8 eV
HOMO level ... -8.24 eV
SMILES string ... CO/C(O)=C/CO
Frontier orbital gap ... 9.00 eV

--- iii ---
Formula: C4H8O3
Source: the Open Molecules 2025 dataset
Level of theory: wB97M-V/def2-TZVPD

Cartesian coordinates (Å):
C 0.183 -0.928 -1.219
C 0.892 0.157 -0.381
O -1.781 1.453 -0.698
C 0.356 0.315 1.016
O -0.013 1.358 1.511
C 0.348 -0.964 1.880
O -0.126 -0.983 2.985
H -0.473 -0.459 -1.953
H 0.910 -1.557 -1.740
H -0.457 -1.583 -0.616
H 0.849 1.132 -0.874
H -2.073 2.227 -1.190
H 1.949 -0.110 -0.236
H -1.365 1.809 0.101
H 0.801 -1.864 1.413

Calculated values
E_LUMO ... -0.6 eV
HOMO level ... -9.85 eV
SMILES string ... CCC(=O)C=O.O
Frontier orbital gap ... 9.28 eV

--- iv ---
Formula: C4H8O3
Source: the Open Molecules 2025 dataset
Level of theory: wB97M-V/def2-TZVPD

Cartesian coordinates (Å):
C 0.438 -2.568 1.116
O 0.090 -1.188 1.236
C 0.038 -0.519 0.073
O 0.254 -1.035 -0.999
C -0.332 0.929 0.297
C -0.481 1.724 -0.998
O 0.553 2.697 -1.035
H 1.425 -2.680 0.660
H 0.436 -2.962 2.132
H -0.291 -3.098 0.498
H -1.241 0.950 0.907
H 0.457 1.392 0.901
H -0.407 1.035 -1.849
H -1.469 2.208 -1.037
H 0.531 3.116 -1.903

Calculated values
E_LUMO ... 0.9 eV
HOMO level ... -10.39 eV
SMILES string ... COC(=O)CCO
Frontier orbital gap ... 11.29 eV

If we sort the structures by their calculated energies, the order from most to least stable is iv, iii, ii, i.

--- i ---
Formula: C4H8O3
Source: the Open Molecules 2025 dataset
Level of theory: wB97M-V/def2-TZVPD

Cartesian coordinates (Å):
C 1.189 -2.010 -0.715
O 1.851 -0.781 -0.528
C 1.259 0.032 0.445
C 0.026 0.792 -0.039
O 0.071 1.599 -0.935
O -1.080 0.563 0.688
C -2.156 1.465 0.393
H 1.772 -2.568 -1.452
H 0.164 -1.876 -1.093
H 1.147 -2.588 0.223
H 1.039 -0.522 1.367
H 1.976 0.832 0.647
H -1.801 2.495 0.488
H -2.529 1.305 -0.624
H -2.928 1.261 1.136

Calculated values
E_LUMO ... 0.9 eV
HOMO level ... -10.02 eV
SMILES string ... COCC(=O)OC
Frontier orbital gap ... 10.89 eV

--- ii ---
Formula: C4H8O3
Source: the Open Molecules 2025 dataset
Level of theory: wB97M-V/def2-TZVPD

Cartesian coordinates (Å):
C -2.628 -0.105 0.004
O -1.419 -0.170 0.741
C 0.528 0.392 -1.193
O -0.356 0.650 -1.922
C 1.583 0.160 -0.428
C 1.642 -0.784 0.733
O 2.724 0.898 -0.755
H -2.588 0.652 -0.790
H -3.490 0.095 0.656
H -2.762 -1.084 -0.461
H -1.228 0.713 1.085
H 0.642 -1.114 1.028
H 2.114 -0.274 1.582
H 2.251 -1.668 0.498
H 3.293 0.339 -1.301

Calculated values
E_LUMO ... 0.7 eV
HOMO level ... -8.36 eV
SMILES string ... CC(O)=C=O.CO
Frontier orbital gap ... 9.08 eV

If we sort the structures by their calculated energies, the order from most to least stable is i, ii.

--- i ---
Formula: C4H8O3
Source: the Open Molecules 2025 dataset
Level of theory: wB97M-V/def2-TZVPD

Cartesian coordinates (Å):
C -2.463 0.038 -0.201
C -1.147 -0.660 0.049
O -0.158 0.378 0.297
C 1.093 0.048 0.317
O 1.413 -1.221 0.379
C 2.174 1.030 0.118
O 2.530 0.352 -1.029
H -2.777 0.611 0.676
H -2.385 0.716 -1.055
H -3.234 -0.707 -0.422
H -0.812 -1.244 -0.812
H -1.177 -1.310 0.927
H 1.756 2.041 -0.020
H 2.916 1.057 0.939
H 2.270 -1.130 -0.164

Calculated values
E_LUMO ... 0.7 eV
HOMO level ... -8.69 eV
Frontier orbital gap ... 9.43 eV

--- ii ---
Formula: C4H8O3
Source: the Open Molecules 2025 dataset
Level of theory: wB97M-V/def2-TZVPD

Cartesian coordinates (Å):
C 0.967 -0.851 0.718
C -0.608 0.839 0.769
C -1.663 0.124 0.225
O -2.710 0.492 -0.375
C 2.048 -0.004 0.837
O 3.067 0.000 0.118
H 0.773 -1.374 -0.296
H 0.417 -1.197 1.659
H -0.044 1.516 0.100
H -0.252 0.956 1.792
H -1.540 -0.926 0.338
H 2.015 0.325 1.908
H -0.210 0.455 -2.354
H -1.373 -0.482 -2.425
O -0.887 0.127 -3.014

Calculated values
E_LUMO ... -1.9 eV
HOMO level ... -10.02 eV
Frontier orbital gap ... 8.16 eV

--- iii ---
Formula: C4H8O3
Source: the Open Molecules 2025 dataset
Level of theory: wB97M-V/def2-TZVPD

Cartesian coordinates (Å):
C 1.465 -1.116 0.319
C 0.241 -0.281 0.595
O 0.278 0.173 1.934
C 0.198 0.953 -0.365
O -0.629 0.741 -1.511
C -1.888 0.388 -1.278
O -2.440 0.348 -0.206
H 2.330 -0.453 0.416
H 1.342 -1.639 -0.648
H 1.557 -1.885 1.082
H -0.602 -0.976 0.496
H -0.583 0.587 2.095
H 1.167 1.167 -0.832
H -0.111 1.876 0.146
H -2.324 0.114 -2.246

Calculated values
E_LUMO ... 0.9 eV
HOMO level ... -10.43 eV
SMILES string ... C[C@@H](O)COC=O
Frontier orbital gap ... 11.28 eV

If we sort the structures by their calculated energies, the order from most to least stable is iii, i, ii.

--- i ---
Formula: C4H8O3
Source: the Open Molecules 2025 dataset
Level of theory: wB97M-V/def2-TZVPD

Cartesian coordinates (Å):
C 2.528 -0.066 0.516
O 1.157 0.320 0.648
C 0.261 -0.562 0.171
O 0.559 -1.611 -0.350
C -1.166 -0.019 0.341
C -1.505 0.912 -0.823
O -2.113 -1.046 0.455
H 2.712 -0.976 1.091
H 3.117 0.762 0.914
H 2.790 -0.249 -0.530
H -1.200 0.483 1.307
H -0.982 1.867 -0.801
H -2.557 1.187 -0.779
H -1.294 0.366 -1.756
H -2.306 -1.370 -0.404

Calculated values
E_LUMO ... 0.9 eV
HOMO level ... -10.28 eV
SMILES string ... COC(=O)[C@@H](C)O
Frontier orbital gap ... 11.14 eV

--- ii ---
Formula: C4H8O3
Source: the Open Molecules 2025 dataset
Level of theory: wB97M-V/def2-TZVPD

Cartesian coordinates (Å):
C -0.558 0.836 -1.486
C -0.207 0.960 0.151
O -1.199 0.707 0.959
C 0.735 -0.110 -0.046
O 0.870 -0.358 2.076
C 0.224 -1.519 -0.108
O 0.941 -2.449 -0.392
H -1.308 1.630 -1.530
H 0.255 1.072 -2.177
H -1.051 -0.100 -1.760
H 0.276 1.958 0.188
H -0.074 0.012 2.002
H 1.754 0.054 -0.395
H 0.793 -1.263 2.408
H -0.847 -1.625 0.133

Calculated values
E_LUMO ... -1.2 eV
HOMO level ... -9.07 eV
Frontier orbital gap ... 7.83 eV

--- iii ---
Formula: C4H8O3
Source: the Open Molecules 2025 dataset
Level of theory: wB97M-V/def2-TZVPD

Cartesian coordinates (Å):
O -0.864 1.171 0.008
C -1.925 0.205 0.043
C -0.925 -0.943 0.200
C 0.145 0.152 0.016
O 0.804 0.028 -1.194
C 1.146 0.471 1.146
O 2.481 0.130 0.818
H 1.695 0.394 -1.077
H -2.501 0.195 -0.890
H -2.599 0.390 0.886
H -0.923 -1.695 -0.592
H -0.927 -1.427 1.181
H 1.137 1.556 1.278
H 0.827 0.011 2.090
H 2.561 -0.832 0.815

Calculated values
E_LUMO ... 0.7 eV
HOMO level ... -9.95 eV
SMILES string ... OC[C@@]1(O)CCO1
Frontier orbital gap ... 10.66 eV

If we sort the structures by their calculated energies, the order from most to least stable is i, iii, ii.

--- i ---
Formula: C4H8O3
Source: the Open Molecules 2025 dataset
Level of theory: wB97M-V/def2-TZVPD

Cartesian coordinates (Å):
O 0.909 -3.335 -0.704
C 0.349 -2.520 0.087
C 0.295 -1.005 0.044
C -0.459 -0.318 1.137
C -1.021 1.108 0.737
O -0.565 2.175 1.244
H -0.130 -3.045 0.983
H 1.380 -0.733 0.112
H 0.085 -0.587 -1.005
H 0.087 -0.096 2.021
H -1.438 -0.833 1.479
H -1.966 1.232 0.080
H 0.122 2.632 -2.408
H 1.596 2.857 -2.028
O 0.756 2.468 -1.778

Calculated values
E_LUMO ... 0.6 eV
HOMO level ... -9.88 eV
SMILES string ... O=CCCC=O.O
Frontier orbital gap ... 10.49 eV

--- ii ---
Formula: C4H8O3
Source: the Open Molecules 2025 dataset
Level of theory: wB97M-V/def2-TZVPD

Cartesian coordinates (Å):
C 1.517 0.438 -1.190
C 0.096 0.029 -0.822
O 0.050 -1.355 -0.534
C -0.504 0.861 0.323
O -1.700 0.212 0.777
C -1.513 -0.798 1.630
O -0.486 -1.062 2.206
H 1.594 1.476 -1.531
H 1.856 -0.220 -1.995
H 2.193 0.301 -0.336
H -0.558 0.151 -1.692
H 0.538 -1.502 0.290
H -0.820 1.846 -0.031
H 0.186 0.985 1.164
H -2.449 -1.362 1.742

Calculated values
E_LUMO ... 0.9 eV
HOMO level ... -10.44 eV
SMILES string ... C[C@@H](O)COC=O
Frontier orbital gap ... 11.37 eV

If we sort the structures by their calculated energies, the order from most to least stable is ii, i.

--- i ---
Formula: C6H6O2
Source: the Open Molecules 2025 dataset
Level of theory: wB97M-V/def2-TZVPD

Cartesian coordinates (Å):
C -1.538 0.541 0.204
C 1.272 1.102 1.332
C -0.241 -0.106 -0.010
C 0.899 -0.464 0.397
O 2.487 1.550 0.965
C -0.346 -1.681 -1.143
C -0.871 -2.069 -2.169
O 0.699 1.525 2.289
H 2.808 1.099 0.169
H 1.803 -1.000 0.186
H -1.767 1.223 -0.617
H -1.586 1.054 1.167
H -2.315 -0.226 0.247
H -1.304 -2.550 -3.016

Calculated values
E_LUMO ... 0.3 eV
HOMO level ... -9.23 eV
Frontier orbital gap ... 9.54 eV

--- ii ---
Formula: C6H6O2
Source: the Open Molecules 2025 dataset
Level of theory: wB97M-V/def2-TZVPD

Cartesian coordinates (Å):
C 1.075 -1.501 0.192
C 0.224 -0.174 0.009
C -1.411 0.135 -1.345
C -1.790 -0.019 -0.049
C 1.011 1.083 0.446
C 1.146 2.225 0.944
H 1.937 -1.996 -0.754
H 0.290 -2.591 0.445
H 1.660 -1.199 1.221
H -1.972 0.720 -2.244
H -2.669 0.741 0.580
H 1.392 3.106 1.133
O -0.057 -0.016 -1.321
O -0.837 -0.514 0.744

Calculated values
E_LUMO ... 0.8 eV
HOMO level ... -8.54 eV
Frontier orbital gap ... 9.32 eV

If we sort the structures by their calculated energies, the order from most to least stable is i, ii.